1.
# C44H113As4F24N12O27

C44H113As4F24N12O27 as an isolated structure (ωB97M-V with the def2-TZVPD basis set, OMol25).

Geometry as ORCA input:
```
! wB97M-V def2-TZVPD RIJCOSX def2/J DEFGRID3
* xyz 3 1
C 1.35637 -0.43923 0.37442
C 0.48516 0.60288 -0.15115
C -0.54378 0.22603 -1.18778
O -0.91536 1.44197 -1.84545
C -1.94844 1.19824 -2.73411
N -0.10872 1.30558 1.02583
H 0.56942 1.26317 1.81967
H -0.28950 2.25766 0.75316
H -1.05800 0.95227 1.23229
H 0.74764 -1.23300 0.84668
H 1.99934 -0.02119 1.16806
H 1.91523 -0.97100 -0.38698
H 1.10345 1.43224 -0.52230
H -1.44734 -0.17918 -0.70592
H -0.07867 -0.49258 -1.85031
H -2.43416 2.13996 -2.93392
H -2.64627 0.51900 -2.23000
H -1.70063 0.66866 -3.63080
C 4.93769 -1.29262 3.59861
C 6.07869 -0.24032 3.86135
C 6.35415 0.51174 2.61212
O 5.38106 1.45357 2.34705
C 5.51910 2.17227 1.04679
N 5.53674 0.73288 4.90454
H 6.30725 1.30878 5.22938
H 4.73982 1.30324 4.49285
H 5.15409 0.18830 5.71829
H 4.57082 -1.57463 4.53819
H 5.36980 -2.16577 3.12882
H 4.14138 -0.77217 3.09036
H 6.96722 -0.70851 4.34554
H 6.40458 -0.19048 1.79448
H 7.29484 1.03245 2.74473
H 5.29323 1.50168 0.18952
H 6.54056 2.46031 0.92871
H 4.80034 2.97876 1.04574
C 0.09410 5.05424 1.06277
C 1.52044 5.59737 0.79161
C 2.35376 4.72017 -0.12891
O 3.42262 5.56814 -0.59589
C 4.01756 4.95140 -1.65451
N 1.35743 6.93318 0.00457
H 2.17867 7.02439 -0.55552
H 0.61488 6.76751 -0.74598
H 1.02105 7.72332 0.53454
H -0.60015 5.25267 0.24392
H -0.34138 5.38086 1.98168
H 0.32555 3.99379 1.27610
H 2.12310 5.81286 1.68093
H 1.79256 4.29067 -0.94918
H 2.88839 3.92012 0.44286
H 4.65984 5.61722 -2.24282
H 3.27057 4.56264 -2.36020
H 4.64028 4.15481 -1.26266
C -7.39600 -6.03656 -0.61509
C -6.31701 -4.94356 -0.26370
O -5.11727 -5.10801 -0.08704
N -6.86316 -3.70117 -0.14322
H -6.21216 -2.80857 -2.30010
H -7.87151 -3.58352 -0.21510
C -6.11364 -2.70860 0.64099
H -8.13775 -5.62902 -1.27850
H -7.87141 -6.39771 0.32228
H -6.93903 -6.92585 -1.04307
H -5.50967 -2.10327 -0.06956
H -5.50275 -3.11664 1.40456
H -6.85066 -2.02149 1.03117
C 5.13759 -6.68891 3.78319
C 4.59853 -6.67924 5.14867
O 4.51631 -7.65930 5.87028
N 4.00756 -5.37257 5.56179
H 3.87579 -5.34619 6.59301
H 4.67219 -4.61065 5.28930
C 2.74887 -5.11129 4.84719
H 5.85447 -5.91299 3.51523
H 4.37519 -6.58826 3.01542
H 5.68227 -7.60376 3.55785
H 2.16056 -5.96580 4.75817
H 2.99035 -4.65671 3.85270
H 2.10872 -4.39435 5.39153
C -3.32938 2.33825 5.76342
C -2.40468 1.26596 5.25012
O -1.19296 1.30902 5.15402
N -2.91093 -0.12770 4.98658
H -2.87642 -0.09213 3.91734
H -2.21284 -0.81191 5.30448
C -4.22452 -0.49132 5.57816
H -2.77763 3.27382 5.53926
H -3.38112 2.25444 6.84469
H -4.31558 2.29531 5.29469
H -4.94291 -0.03658 4.90919
H -4.39465 -0.21998 6.60874
H -4.27639 -1.59666 5.70007
C -6.15244 1.65576 -2.42849
C -5.58474 2.18343 -3.63992
O -5.84548 3.26338 -4.06802
N -4.77738 1.31202 -4.50751
H -4.20416 1.98645 -5.09165
H -4.22282 0.63018 -3.91253
C -5.71274 0.58976 -5.51599
H -6.86232 0.78953 -2.60662
H -6.58654 2.53026 -1.98463
H -5.41750 1.39642 -1.67850
H -5.90822 1.38146 -6.22046
H -6.55386 0.22534 -4.98053
H -5.26534 -0.31688 -5.91954
C -1.89589 2.55897 -7.85966
C -1.74622 2.86322 -6.35142
O -2.72786 2.93128 -5.55248
N -0.57004 3.27823 -5.90571
H -0.59239 3.44550 -4.90324
H 0.91016 -0.95193 -6.52572
C 0.75526 3.29449 -6.56103
H -1.27154 1.68137 -8.09080
H -1.49324 3.42115 -8.38363
H -2.96022 2.40177 -8.06993
H 0.73085 3.67695 -7.60000
H 1.23650 2.31367 -6.58857
H 1.31339 4.01098 -5.96421
C 2.01868 0.50752 7.90502
C 1.22250 -0.42601 6.97981
O 0.20962 -0.94519 7.19095
N 2.01031 -0.81682 5.72668
H 2.33808 0.06440 5.14075
H 2.79465 -1.41256 5.98890
C 1.15541 -1.58845 4.77737
H 1.66883 0.28041 8.93281
H 1.93604 1.55813 7.77402
H 3.05431 0.22890 7.81504
H 0.62880 -2.34821 5.37281
H 1.74970 -2.19909 4.07104
H 0.45648 -1.01016 4.23064
C -2.51897 -6.42821 0.53987
C -1.95324 -5.84801 -0.76834
O -2.45396 -6.00729 -1.86465
N -0.86954 -4.70703 -0.67653
H -0.71941 -4.31412 -1.59066
H -1.30526 -3.97222 -0.04846
C 0.48777 -5.16651 -0.13812
H -3.10806 -5.63765 0.96102
H -1.71588 -6.76407 1.17813
H -3.20777 -7.20961 0.32170
H 0.34775 -5.20455 0.92772
H 1.22705 -4.40713 -0.25672
H 0.73346 -6.15023 -0.58838
C 1.85326 0.83710 -3.90505
C 2.99671 0.32512 -3.23960
O 3.50600 0.75340 -2.23134
N 3.53967 -0.91371 -3.97891
H 2.79333 -1.60121 -4.31823
H 3.92836 -0.54295 -4.84461
C 4.60972 -1.80258 -3.45161
H 1.31675 -0.04033 -4.19135
H 2.11645 1.51279 -4.73043
H 1.28876 1.47623 -3.20822
H 4.59629 -1.76456 -2.36736
H 5.60514 -1.40910 -3.67281
H 4.51667 -2.78774 -3.86421
C -4.30496 6.54468 -5.06573
C -2.98216 6.62825 -4.42459
O -1.94260 7.06783 -4.82344
N -2.95062 6.13067 -2.88717
H -1.94684 6.29582 -2.67060
H -3.45507 6.83583 -2.34436
C -3.25116 4.70818 -2.54051
H -5.14811 6.96142 -4.51723
H -4.50808 5.48341 -5.24953
H -4.15844 6.98572 -6.04442
H -2.81631 4.54284 -1.55117
H -2.79776 4.05301 -3.30605
H -4.37188 4.50024 -2.43226
As -0.17542 -2.85899 -3.94472
F 1.22523 -3.07700 -4.85100
F -0.40727 -1.28171 -4.56571
F -1.39821 -2.56512 -2.70894
F 0.08965 -4.39037 -3.21071
F 1.00558 -2.18490 -2.82185
F -1.29447 -3.59395 -5.03067
As 4.26660 -3.37417 0.79543
F 5.39784 -3.92354 1.95173
F 2.99057 -3.14802 1.93236
F 3.14422 -2.94260 -0.45332
F 5.45885 -3.49152 -0.33854
F 3.78993 -5.11175 0.69434
F 4.67069 -1.73692 0.86046
As -3.67208 2.45814 1.27412
F -4.74963 3.35772 0.11693
F -3.22702 3.87837 2.05727
F -2.53660 1.62565 2.33105
F -4.13561 0.95743 0.51033
F -2.38111 2.70417 0.15896
F -5.01306 2.17529 2.29622
As -1.88023 -2.60067 2.58675
F -1.37973 -0.97384 2.63801
F -0.23995 -3.09285 2.45650
F -2.33621 -4.26384 2.52816
F -3.49422 -2.14853 2.96657
F -1.96713 -2.44241 0.89236
F -1.58912 -2.63519 4.35582
O 5.83246 -3.28805 6.31375
C 4.91550 -2.36346 6.68432
O 5.31462 -1.18626 6.78016
O 3.75395 -2.77268 6.64905
H 6.68993 -2.92850 6.03156
O 1.28359 5.15776 -3.66305
C 0.12149 5.03588 -2.97093
O -0.22441 6.10655 -2.32135
O -0.45389 3.94725 -3.02868
H 1.55097 6.07758 -3.68211
O 3.29705 3.62196 3.41866
C 2.64863 2.36662 3.54643
O 2.94151 1.65468 4.55956
O 1.80327 2.08567 2.68389
H 3.84756 3.64468 4.16659
O -4.22423 -3.33167 -2.70768
C -4.86929 -2.36909 -3.33078
O -6.09883 -2.10947 -2.92283
O -4.34630 -1.70832 -4.19843
H -3.26324 -3.38106 -2.91712
O 3.10844 -2.03668 -8.25650
C 2.13334 -1.13126 -8.02930
O 1.81222 -0.33414 -8.82722
O 1.76762 -1.21563 -6.69017
H 3.15763 -2.65355 -7.49703
*
```

energy above the lowest of the compared OMol25 structures with the same formula, charge and spin: 0.0 kJ/mol
HOMO level: -14.570 eV
HOMO-LUMO gap: 9.289 eV

=====

2.
# C44H113N7O14

A 9-piece molecular cluster, C44H113N7O14 overall (ωB97M-V with the def2-TZVPD basis set, OMol25).

Geometry as ORCA input:
```
! wB97M-V def2-TZVPD RIJCOSX def2/J DEFGRID3
* xyz 0 1
C 8.90237 -3.72464 0.59047
O 8.36346 -2.80248 -0.31925
C 7.24155 -2.12645 0.20031
C 6.67910 -1.22263 -0.87545
C 5.47785 -0.43053 -0.35391
N 6.41117 -1.87726 -2.18255
H 9.88854 -4.04477 0.26187
H 8.21819 -4.55822 0.77525
H 9.10065 -3.24122 1.56251
H 6.54016 -2.80155 0.70945
H 7.59378 -1.43548 0.98769
H 7.45319 -0.47062 -1.05492
H 4.66304 -1.08863 -0.04165
H 5.14877 0.24334 -1.14288
H 5.78641 0.15136 0.51697
H 5.58586 -2.46932 -2.09541
H 7.17580 -2.55768 -2.14995
C -1.66913 -0.20596 0.78902
O -1.35027 1.01377 0.16235
C -0.08878 1.04467 -0.46492
C 1.06524 1.07744 0.49866
C 0.99338 2.19828 1.51995
N 2.39077 0.96207 -0.13226
H -1.49399 -0.99468 0.03057
H -2.75148 -0.30926 0.86040
H -1.13673 -0.50160 1.69126
H 0.00193 0.28874 -1.25292
H -0.07219 2.01730 -0.97884
H 0.95892 0.15517 1.10790
H 0.46944 3.07690 1.13887
H 2.00671 2.50944 1.79888
H 0.58613 1.87871 2.47912
H 2.44817 0.19481 -0.80601
H 3.00594 0.64714 0.61133
C -1.89030 4.37888 -2.34647
O -0.51913 4.48046 -2.65849
C 0.25546 4.89081 -1.53508
C 1.68083 4.47615 -1.75223
N 2.22905 5.19258 -2.86627
C 3.65341 5.05106 -3.03320
C 4.12712 5.67737 -4.32326
O 5.54107 5.52184 -4.35785
C 6.16562 6.16225 -5.44431
H -2.28460 5.36092 -2.06209
H -2.03696 3.64868 -1.53891
H -2.44288 3.99574 -3.20249
H -0.15868 4.48364 -0.60041
H 0.13949 5.98013 -1.44189
H 1.72246 3.38603 -1.92719
H 2.17118 4.58150 -0.78327
H 1.70664 5.22385 -3.72448
H 4.02611 4.01513 -2.94755
H 4.20781 5.52368 -2.20765
H 3.91818 6.74824 -4.40012
H 3.70983 5.09696 -5.16013
H 6.07425 5.59705 -6.37603
H 7.20126 6.33145 -5.15892
H 5.71195 7.15396 -5.59253
C 5.60815 -3.93789 5.54542
O 4.34037 -3.70491 4.98407
C 3.44640 -4.80054 5.04746
C 2.25784 -4.41442 5.89086
N 1.32929 -3.53825 5.16545
C 0.24000 -3.07319 6.02063
C -0.96792 -2.70542 5.18763
O -0.65580 -1.86072 4.06828
C -0.23303 -0.57231 4.44710
H 5.53251 -4.12949 6.62266
H 6.18396 -3.02940 5.38090
H 6.12716 -4.78002 5.07543
H 3.92142 -5.70447 5.45066
H 3.17459 -5.10407 4.03095
H 2.65194 -3.92093 6.79902
H 1.69885 -5.25783 6.30873
H 1.90467 -2.73979 4.91543
H 0.54903 -2.17684 6.57955
H -0.07679 -3.82890 6.74121
H -1.79051 -2.20310 5.70955
H -1.38611 -3.57837 4.67864
H -0.90984 -0.07226 5.15121
H -0.21834 0.03920 3.54629
H 0.77221 -0.60423 4.88534
C -3.76254 -1.50101 -1.66448
O -3.30737 -1.11730 -2.93587
C -2.03957 -0.48230 -2.86465
C -1.68420 0.07700 -4.23087
N -1.97210 -0.85121 -5.33236
C -0.97052 -1.91913 -5.42756
C -1.31763 -2.94951 -6.47904
O -2.15981 -3.96471 -5.97031
C -3.52963 -3.81136 -6.30549
H -3.11717 -2.28125 -1.24377
H -4.74921 -1.95079 -1.79360
H -3.92294 -0.65666 -0.98614
H -1.24622 -1.17251 -2.54711
H -2.16780 0.33160 -2.14170
H -0.66133 0.45369 -4.27249
H -2.33181 0.93064 -4.45667
H -2.82546 -1.30945 -5.01947
H -0.80930 -2.44222 -4.47143
H -0.00542 -1.44955 -5.65315
H -0.37244 -3.41368 -6.78390
H -1.71577 -2.48276 -7.38534
H -4.01726 -4.69893 -5.88979
H -3.67795 -3.85217 -7.38492
H -3.97575 -2.97261 -5.76721
C 3.05542 -1.31254 -3.04160
O 2.54005 -1.47103 -1.74397
C 1.55004 -2.48199 -1.62797
C 1.57581 -2.98305 -0.19725
N 0.41618 -3.85321 -0.01411
C -0.01374 -3.88806 1.38405
C -1.14201 -4.88454 1.57296
O -2.12384 -4.54453 0.64385
C -3.35121 -5.17205 0.81487
H 3.72943 -2.15079 -3.26826
H 3.62254 -0.39377 -3.15052
H 2.26111 -1.40004 -3.79419
H 1.79432 -3.27726 -2.34414
H 0.58523 -2.06948 -1.95179
H 1.54269 -2.08553 0.43969
H 2.51212 -3.51900 -0.04524
H -0.36194 -3.38750 -0.47049
H -0.51362 -2.93927 1.65851
H 0.75098 -3.99941 2.15334
H -1.51157 -4.84557 2.61010
H -0.73303 -5.90465 1.47879
H -3.78423 -4.80060 1.75350
H -3.36679 -6.27101 0.82952
H -4.07517 -4.97038 0.02279
C -4.12560 2.78687 0.89156
O -5.27187 2.65853 0.06735
C -6.24105 3.65110 0.37424
C -7.45173 3.42046 -0.49788
N -8.19044 2.27672 -0.00122
C -9.04333 1.62475 -1.00704
C -8.30348 0.85921 -2.07316
O -7.87195 -0.44730 -1.71402
C -7.02699 -0.48390 -0.60425
H -4.29240 2.31949 1.86878
H -3.76723 3.81168 1.00460
H -3.34772 2.19192 0.40409
H -5.80255 4.62837 0.13421
H -6.54988 3.66575 1.42646
H -7.06960 3.27816 -1.51919
H -8.03709 4.34404 -0.48393
H -7.50824 1.58363 0.28144
H -9.71078 2.37601 -1.44076
H -9.76623 0.96372 -0.51620
H -7.42484 1.41029 -2.43706
H -8.89758 0.67308 -2.96962
H -6.68322 -1.50473 -0.44664
H -7.55321 -0.13373 0.29194
H -6.12807 0.14145 -0.71412
C 3.41272 5.80309 1.14634
C 4.08832 5.87331 2.50448
C 5.03298 4.70556 2.76664
O 4.83675 7.09717 2.64008
H 2.60417 5.07379 1.15083
H 4.12347 5.39642 0.41410
H 3.14662 6.76855 0.71360
H 3.34204 5.85407 3.30615
H 5.31653 4.20619 1.83658
H 4.51821 3.90801 3.31323
H 5.88971 5.02612 3.35078
H 4.63133 7.63956 1.87362
C -5.92636 -0.89559 3.98824
C -4.42457 -1.13876 3.83330
C -4.22334 -2.11505 2.68143
O -3.74376 0.09275 3.57994
H -6.18270 -0.11416 4.69758
H -6.36580 -1.85621 4.28940
H -6.42279 -0.74756 3.02412
H -4.01027 -1.54615 4.75513
H -4.76176 -3.05148 2.82892
H -3.16383 -2.39112 2.67177
H -4.56133 -1.65897 1.74915
H -3.71395 0.20996 2.62628
*
```

energy above the lowest of the compared OMol25 structures with the same formula, charge and spin: 106.7 kJ/mol
HOMO level: -8.247 eV
HOMO-LUMO gap: 8.644 eV
SMILES: COC[C@H](C)N.COC[C@H](C)N.COCCNCCOC.COCCNCCOC.COCCNCCOC.COCCNCCOC.COCCNCCOC.CC(C)O.CC(C)O